The following is a quantum chemistry calculation of C20H41As3N7O3Ti as an isolated structure, from the Open Molecules 2025 dataset.

Element x y z (Å)
Ti1 -0.1829 -1.7549 -0.3352
C1 -1.5001 2.2605 -0.2507
As1 -1.8122 0.4403 0.4091
C2 -3.5739 0.1217 -0.3464
C3 -2.3411 0.6152 2.2927
C4 -1.2732 0.8827 3.3674
C5 -2.0011 1.1457 4.6913
C6 -0.4052 -0.3690 3.6131
As2 0.7435 -1.0862 2.1886
C7 1.4826 -2.6090 3.1478
C8 2.3132 0.0713 2.1856
C9 -0.3522 2.0506 2.9972
As3 -0.8554 3.9808 2.8063
C10 -2.8025 4.0759 2.5047
C11 -0.8889 4.4662 4.7070
H1 -2.3052 2.9337 0.0423
H2 -1.4877 2.2188 -1.3417
H3 -0.5548 2.6751 0.0936
H4 -4.2735 0.8957 -0.0315
H5 -3.9228 -0.8551 -0.0164
H6 -3.4961 0.1040 -1.4315
H7 -2.8326 -0.3385 2.5118
H8 -3.1170 1.3804 2.3362
H9 -2.6062 0.2818 4.9739
H10 -2.6617 2.0054 4.6193
H11 -1.2854 1.3306 5.4946
H12 -1.0556 -1.2027 3.8962
H13 0.2510 -0.1804 4.4682
H14 1.9564 -2.2768 4.0714
H15 2.2199 -3.0951 2.5124
H16 0.6893 -3.3158 3.3859
H17 2.5409 0.4193 3.1927
H18 2.1703 0.9309 1.5334
H19 3.1461 -0.5230 1.8110
H20 0.1567 1.8113 2.0584
H21 0.4477 2.1015 3.7451
H22 -3.1060 3.5073 1.6280
H23 -3.0321 5.1232 2.3084
H24 -3.3891 3.7533 3.3616
H25 0.1099 4.3362 5.1230
H26 -1.6015 3.8777 5.2812
H27 -1.1524 5.5204 4.7843
N1 0.5732 -0.5657 -2.2144
C12 0.0979 -1.3861 -3.3391
C13 -0.4688 -0.5515 -4.4867
C14 0.5540 0.3513 -5.1781
C15 1.6365 -0.3823 -5.9751
N2 2.5490 -1.1977 -5.1590
C16 3.4360 -0.7278 -4.2912
N3 3.7840 0.5618 -4.3064
N4 3.9556 -1.5412 -3.3674
C17 -0.9891 -2.3840 -2.8614
O1 -1.2238 -3.3710 -3.5152
O2 -1.5627 -2.0017 -1.7643
H28 0.3541 0.4169 -2.3210
H29 1.5578 -0.6936 -2.0062
H30 0.9086 -2.0096 -3.7047
H31 -1.2870 0.0577 -4.0902
H32 -0.9147 -1.2319 -5.2151
H33 1.0261 1.0253 -4.4555
H34 0.0338 1.0002 -5.8860
H35 2.2251 0.3130 -6.5786
H36 1.1823 -1.0748 -6.6822
H37 2.3793 -2.1905 -5.1401
H38 3.5005 1.1570 -5.0650
H39 4.4871 0.9131 -3.6796
H40 3.6416 -2.4936 -3.2676
H41 4.7311 -1.2552 -2.7945
O3 1.8149 -2.2700 -0.3582
N5 0.9915 -3.3533 -0.7102
C18 0.7148 -4.3127 0.2302
C19 -0.5879 -4.0325 0.7030
N6 -1.5308 -3.4039 0.9840
C20 1.6404 -5.1861 0.8232
N7 2.4303 -5.8909 1.2823

Gap between HOMO and LUMO (alpha / beta) ... 7.083 / 7.152 eV
E_tot ... -8952.234075 Eh
HOMO level (alpha / beta) ... -10.00 / -10.46 eV
Multiplicity ... 3
Largest force on an atom ... 0.87 eV/A
Net charge ... +1

---

The following is a quantum chemistry calculation of C20H41BBr22FN4O5PSi2 as an isolated structure in a non-equilibrium geometry, from the Open Molecules 2025 dataset.

Element x y z (Å)
N1 1.8130 -0.2486 -2.2145
C1 2.1780 -0.2123 -3.4620
N2 3.5974 -0.3269 -3.7349
N3 1.1887 -0.0287 -4.4905
C2 0.5787 -1.2902 -4.9467
C3 -0.3529 -1.9802 -3.8896
C4 -1.6678 -1.1976 -3.6003
C5 -2.5556 -1.8204 -2.4511
Si1 -3.0916 -0.4327 -1.2415
C6 -1.4847 0.3518 -0.6061
C7 -0.5159 -0.8330 -0.1783
F1 -1.1056 -1.6998 0.7432
O1 -4.1533 0.5849 -2.1098
Si2 -4.0686 2.2738 -1.8608
C8 -3.8876 2.8973 -0.0755
C9 -2.9345 4.1816 0.0635
N4 -1.5101 3.8714 0.1833
C10 -5.7858 2.9359 -2.4646
C11 -6.8407 1.7397 -2.5745
C12 -6.9486 1.1573 -4.0346
C13 -6.6384 -0.3767 -4.1655
O2 -5.2738 -0.6286 -4.5650
B1 -2.7540 3.1911 -3.0419
O3 -1.4841 2.6738 -3.3784
O4 -3.1241 4.4487 -3.6213
P1 -4.3173 -1.4348 0.3563
O5 -5.3976 -2.3888 -0.5613
Br1 -5.6235 0.0895 1.3936
H1 0.7946 -0.1233 -2.2639
H2 3.9262 -1.0894 -3.1408
H3 3.9994 0.5056 -3.2971
H4 0.4947 0.6540 -4.2011
H5 -0.0750 -1.0225 -5.8172
H6 1.3314 -2.0136 -5.3211
H7 0.2672 -2.1948 -2.9878
H8 -0.6572 -2.9819 -4.2896
H9 -1.5126 -0.1092 -3.3978
H10 -2.2794 -1.2438 -4.5366
H11 -1.9262 -2.5751 -1.9118
H12 -3.4458 -2.3414 -2.8777
H13 -1.5777 0.9891 0.2955
H14 -0.9205 0.9190 -1.3826
H15 -0.1897 -1.4298 -1.0602
H16 0.3944 -0.3682 0.2839
H17 -3.5562 2.1581 0.6817
H18 -4.8924 3.2600 0.2721
H19 -3.1566 4.9512 -0.7095
H20 -3.2321 4.6414 1.0396
H21 -1.1529 3.3300 -0.5940
H22 -1.2770 3.4587 1.0767
H23 -6.1921 3.6243 -1.6912
H24 -5.7373 3.3916 -3.4765
H25 -7.8544 2.1403 -2.3168
H26 -6.6274 0.9632 -1.8008
H27 -6.2305 1.7024 -4.6975
H28 -7.9800 1.3247 -4.4118
H29 -6.8284 -0.9660 -3.2474
H30 -7.2686 -0.7752 -5.0023
H31 -5.0587 -0.0074 -5.2648
H32 -1.1750 3.2340 -4.1073
H33 -3.7887 4.2943 -4.3007
H34 -6.1878 -1.8317 -0.6653
C14 2.3531 -1.8120 2.6580
Br2 2.5805 -0.3784 3.9372
Br3 2.3734 -1.1525 0.8385
Br4 3.6500 -3.2244 2.9290
H35 1.3725 -2.2416 2.8310
C15 5.1519 -2.1723 5.8387
Br5 5.4902 -0.7469 7.1061
Br6 6.7961 -2.8970 5.1174
Br7 4.0283 -3.5539 6.5962
H36 4.6051 -1.7376 5.0083
C16 -9.2827 -2.7190 0.5665
Br8 -8.7083 -1.1224 -0.3691
Br9 -11.2073 -2.9155 0.5244
Br10 -8.3837 -4.2992 -0.0927
H37 -8.9968 -2.5983 1.6049
C17 6.6612 2.9411 8.9090
Br11 6.9236 4.5007 10.0242
Br12 6.0281 1.4152 9.9133
Br13 5.4981 3.2999 7.4075
H38 7.6294 2.6722 8.5034
C18 9.8463 -1.9576 2.3247
Br14 8.4262 -2.5925 1.1733
Br15 9.2694 -0.4751 3.4258
Br16 10.5991 -3.3875 3.3901
H39 10.6361 -1.5880 1.6815
C19 12.9787 -5.5615 5.7147
Br17 12.1604 -6.6214 4.3157
Br18 11.6547 -4.6676 6.8079
Br19 14.2036 -6.6100 6.7849
H40 13.5629 -4.7894 5.2277
C20 4.7271 3.4294 3.1719
Br20 5.4302 5.1289 2.5689
Br21 3.5030 2.6476 1.8972
Br22 6.1302 2.1802 3.6288
H41 4.1637 3.6223 4.0776

Gap between HOMO and LUMO ... 7.940 eV
E_tot ... -59055.338534 Eh
HOMO level ... -8.23 eV
Largest force on an atom ... 2.34 eV/A

---

The following is a quantum chemistry calculation of a 7-piece molecular cluster, C20H41Br12INO2S overall in a non-equilibrium geometry, from the Open Molecules 2025 dataset.

Element x y z (Å)
O1 2.4841 1.1423 5.2974
S1 3.4946 0.9313 4.3014
O2 3.7386 -0.4003 3.8662
C1 3.2052 1.9315 2.8391
C2 1.8103 2.5932 2.6147
C3 1.8729 4.1431 2.5692
C4 0.9314 4.6848 3.6853
C5 0.7873 3.4236 4.5411
N1 0.6824 2.3353 3.5490
C6 -0.5799 2.4043 2.6914
C7 -1.8635 2.7465 3.4567
C8 -3.0265 1.8316 3.0192
I1 -3.6219 0.5570 4.6615
H1 4.6658 1.4090 4.7943
H2 3.4162 1.2779 2.0036
H3 3.9762 2.6933 2.8138
H4 1.5574 2.3008 1.6081
H5 1.3779 4.4511 1.6532
H6 2.8512 4.5977 2.5295
H7 -0.0658 4.9426 3.3580
H8 1.4362 5.4276 4.2820
H9 0.0424 3.3815 5.3220
H10 1.7066 3.3580 5.1052
H11 0.6222 1.3855 3.9407
H12 -0.4666 3.1063 1.8775
H13 -0.6825 1.3971 2.2935
H14 -2.1576 3.7514 3.1772
H15 -1.7683 2.6698 4.5285
H16 -2.7634 1.1929 2.1888
H17 -3.9036 2.4155 2.7924
Br1 2.0098 8.3511 2.6170
C9 3.2715 7.9564 1.1876
C10 2.5900 7.8444 -0.1488
Br2 1.6241 6.1645 -0.3245
H18 3.7846 7.0432 1.4691
H19 3.9788 8.7822 1.1871
H20 3.3269 7.8368 -0.9493
H21 1.8706 8.6364 -0.3260
Br3 -0.0288 -1.2511 4.8951
C11 -0.8439 -2.0537 3.3212
C12 0.1559 -2.1994 2.2070
Br4 0.5297 -0.4607 1.4097
H22 -1.6848 -1.4202 3.0557
H23 -1.2126 -3.0280 3.6328
H24 -0.2423 -2.8173 1.4040
H25 1.1117 -2.5983 2.5310
Br5 -2.1315 -4.2535 -0.2561
C13 -1.3875 -4.1398 -2.0576
C14 -0.0029 -4.7213 -2.1253
Br6 1.3076 -3.5188 -1.3334
H26 -1.4208 -3.0938 -2.3413
H27 -2.0669 -4.7052 -2.6905
H28 0.3051 -4.8499 -3.1600
H29 0.0836 -5.6673 -1.6020
Br7 4.2197 5.5795 -3.2068
C15 4.2170 3.6338 -3.2458
C16 2.8861 3.0808 -3.6778
Br8 1.5513 3.1778 -2.2600
H30 4.5086 3.2983 -2.2566
H31 4.9877 3.3620 -3.9629
H32 2.9744 2.0227 -3.9119
H33 2.4702 3.6065 -4.5303
Br9 -4.9823 -2.8684 -3.4483
C17 -5.7568 -4.6034 -3.8700
C18 -4.7912 -5.7202 -3.5781
Br10 -3.3911 -5.8458 -4.9218
H34 -6.0621 -4.5653 -4.9099
H35 -6.6362 -4.6925 -3.2368
H36 -5.3000 -6.6819 -3.6028
H37 -4.2947 -5.5993 -2.6202
Br11 -4.2216 -9.5027 -5.3714
C19 -3.3825 -9.4255 -7.1237
C20 -1.9853 -9.9822 -7.0950
Br12 -0.7339 -8.7369 -6.2745
H38 -3.4128 -8.3878 -7.4398
H39 -4.0177 -10.0216 -7.7745
H40 -1.6175 -10.1375 -8.1064
H41 -1.9158 -10.9097 -6.5374

Gap between HOMO and LUMO ... 9.067 eV
E_tot ... -32575.680631 Eh
HOMO level ... -11.24 eV
Largest force on an atom ... 1.97 eV/A
Net charge ... +1

---

The following is a quantum chemistry calculation of C20H41CoN2P3S as an isolated structure in a non-equilibrium geometry, from the Open Molecules 2025 dataset.

Element x y z (Å)
Co1 -0.4844 0.6639 1.0437
P1 -0.2076 -0.2625 2.9209
P2 1.6484 1.4219 0.7979
P3 1.9356 -3.1714 -0.9886
H1 -4.0795 -0.9238 -3.8629
C1 -3.5204 -1.7633 -3.3957
C2 -3.7136 -2.1130 -2.1118
H2 -4.3771 -1.4727 -1.5123
C3 -1.2988 0.6407 4.0639
C4 1.3751 -0.2481 3.8599
C5 -0.6299 -2.0328 3.1006
C6 1.9006 2.0175 -0.9012
C7 1.8948 2.7656 2.0474
C8 3.1151 0.3712 1.1149
C9 0.7809 -4.1973 -1.9296
C10 3.0006 -3.9416 0.2368
C11 2.9352 -2.0539 -1.9793
H3 -2.9361 -2.3491 -4.1204
H4 -3.4042 -3.0614 -1.6785
H5 -2.2823 0.7598 3.5978
H6 -0.8840 1.6396 4.2620
H7 -1.3897 0.0819 5.0047
H8 1.8683 0.7310 3.8350
H9 2.0616 -1.0081 3.4669
H10 1.1361 -0.5027 4.9042
H11 -1.6706 -2.2356 2.8259
H12 -0.4688 -2.3049 4.1506
H13 0.0291 -2.6401 2.4659
H14 2.9266 2.3834 -1.0876
H15 1.1998 2.8304 -1.1164
H16 1.6903 1.1836 -1.5895
H17 2.9622 3.0066 2.1874
H18 1.4800 2.4659 3.0246
H19 1.3680 3.6736 1.7248
H20 4.0264 0.9944 1.0591
H21 3.1878 -0.4332 0.3730
H22 3.0568 -0.0588 2.1188
H23 1.2366 -5.1405 -2.2433
H24 0.4253 -3.6570 -2.8214
H25 -0.0751 -4.4287 -1.3054
H26 3.7934 -4.5853 -0.1918
H27 2.4023 -4.5468 0.9363
H28 3.4932 -3.1348 0.7989
H29 3.4736 -2.6291 -2.7392
H30 3.6730 -1.5075 -1.3883
H31 2.2756 -1.3108 -2.4549
C12 -1.4223 -0.1506 -1.5802
C13 -0.6197 -0.1623 -2.7419
C14 -0.8465 0.7842 -3.7469
C15 -1.9805 1.6047 -3.7154
C16 -2.8581 1.5305 -2.6213
C17 -2.5956 0.6320 -1.5972
S1 -1.0541 -1.1357 -0.1996
H32 1.0234 -2.3396 -0.3119
H33 0.1633 -0.9125 -2.8065
H34 -0.1279 0.9064 -4.5718
H35 -2.2086 2.2731 -4.5537
H36 -3.7493 2.1660 -2.5893
H37 -3.3306 0.4325 -0.8157
N1 -1.0895 3.2096 -0.2526
C18 -1.6581 4.4304 -0.2084
C19 -2.1759 4.5700 1.0703
C20 -1.8816 3.3962 1.7603
N2 -1.2119 2.5439 0.9374
H38 -0.7852 2.7333 -1.0986
H39 -1.6155 5.0717 -1.0730
H40 -2.7510 5.3868 1.4538
H41 -2.1548 3.1130 2.7586

Gap between HOMO and LUMO (alpha / beta) ... 8.977 / 4.975 eV
E_tot ... -3700.185774 Eh
HOMO level (alpha / beta) ... -16.86 / -16.97 eV
Multiplicity ... 5
Largest force on an atom ... 4.04 eV/A
Net charge ... +3

---

The following is a quantum chemistry calculation of a 8-piece molecular cluster, C20H41F5N2O7Si overall, from the Open Molecules 2025 dataset.

Element x y z (Å)
C1 -1.2605 2.5546 4.6098
Si1 -1.7215 2.7972 2.8112
C2 -3.1764 3.9774 2.7156
C3 -0.2990 3.5954 1.9108
C4 -2.3101 1.1444 2.0786
C5 -3.4047 0.5746 2.6861
C6 -3.9806 -0.6451 2.2536
C7 -3.4617 -1.2997 1.1771
C8 -2.3447 -0.7544 0.5041
N1 -1.8629 -1.4120 -0.5867
C9 -0.8407 -0.8713 -1.1834
C10 -0.3059 -1.5851 -2.4065
F1 0.2753 -0.6886 -3.2462
F2 -1.2886 -2.2200 -3.0711
C11 0.7768 -2.6346 -2.0690
F3 1.3170 -3.1280 -3.1757
F4 1.7377 -2.0808 -1.3247
F5 0.2297 -3.6455 -1.3740
C12 -0.2270 0.3160 -0.7286
N2 -0.6711 0.9649 0.3111
C13 -1.7593 0.4552 0.9580
H1 -0.3043 2.0420 4.7279
H2 -1.1712 3.5358 5.0782
H3 -2.0085 1.9796 5.1581
H4 -2.9202 4.8638 3.2916
H5 -4.1170 3.5383 3.0431
H6 -3.2735 4.2898 1.6734
H7 -0.6130 3.8816 0.9059
H8 0.0319 4.4923 2.4361
H9 0.5448 2.9185 1.7978
H10 -3.8622 1.0738 3.5331
H11 -4.8351 -1.0447 2.7815
H12 -3.8835 -2.2269 0.8140
H13 0.6343 0.7087 -1.2565
C14 1.1763 3.4759 -2.1016
O1 1.6906 3.5217 -0.7769
H14 1.3432 4.4528 -2.5439
H15 1.6859 2.7211 -2.7087
H16 0.1003 3.2774 -2.1099
H17 1.5254 2.6722 -0.3573
C15 -4.2285 -0.2266 -3.5259
O2 -4.5412 -0.8785 -2.3053
H18 -5.1381 -0.2135 -4.1224
H19 -3.9063 0.8072 -3.3667
H20 -3.4544 -0.7603 -4.0851
H21 -3.7435 -0.8976 -1.7672
C16 2.1452 -6.7907 0.1975
O3 2.4316 -5.6445 -0.6050
H22 3.0534 -7.3850 0.2593
H23 1.8464 -6.5025 1.2079
H24 1.3603 -7.4013 -0.2530
H25 1.6288 -5.1185 -0.6598
C17 4.7128 -9.9149 0.3523
O4 3.4982 -10.2314 -0.3157
H26 4.6914 -10.4068 1.3214
H27 5.5803 -10.2755 -0.2066
H28 4.8154 -8.8381 0.5087
H29 3.5130 -9.8004 -1.1750
C18 -1.8742 7.6003 1.8239
O5 -2.4683 7.0774 3.0066
H30 -1.2279 6.8216 1.4244
H31 -2.6256 7.8506 1.0709
H32 -1.2677 8.4853 2.0319
H33 -3.0472 7.7501 3.3757
C19 6.1025 -5.9043 0.8709
O6 5.0582 -4.9509 0.9295
H34 6.8995 -5.5488 1.5208
H35 5.7816 -6.8870 1.2310
H36 6.5038 -6.0123 -0.1416
H37 4.3379 -5.2423 0.3569
C20 1.0167 7.4440 -4.5337
O7 0.6643 6.8022 -3.3147
H38 0.1158 7.4828 -5.1414
H39 1.3694 8.4652 -4.3680
H40 1.7821 6.8867 -5.0802
H41 1.4482 6.7703 -2.7583

Gap between HOMO and LUMO ... 8.540 eV
E_tot ... -2211.622549 Eh
HOMO level ... -9.43 eV
Largest force on an atom ... 0.59 eV/A

---

The following is a quantum chemistry calculation of a 2-piece molecular cluster, C20H41FNO5S overall in a non-equilibrium geometry, from the Open Molecules 2025 dataset.

Element x y z (Å)
C1 2.6710 -1.3335 4.0191
C2 3.7073 -1.8082 3.0215
C3 3.2834 -1.3163 1.6434
C4 4.0434 -2.0874 0.5932
C5 3.6419 -1.7792 -0.8494
C6 2.1653 -1.6271 -1.0827
C7 1.4533 -2.9440 -0.9866
C8 -0.0105 -2.8636 -1.3252
C9 -0.7936 -1.8551 -0.4942
C10 -2.0227 -2.4359 0.1597
C11 -2.3970 -1.5724 1.3750
C12 -3.9013 -1.4707 1.5560
C13 -4.6206 -0.3382 0.8125
C14 -3.9285 0.2296 -0.4087
C15 -2.9881 1.3953 -0.0877
C16 -3.4031 2.6704 -0.7944
C17 -2.5367 3.8159 -0.3056
C18 -1.1172 3.7372 -0.7952
N1 -0.2452 2.9093 0.0431
O1 0.9336 2.5667 -0.6448
S1 0.2465 3.7227 1.4469
O2 -0.8148 3.6506 2.3877
O3 1.4257 3.1281 1.9328
F1 0.5747 5.2317 1.1142
H1 2.8530 -1.7065 5.0004
H2 1.7156 -1.6362 3.6705
H3 2.7143 -0.2697 4.0866
H4 4.6867 -1.4594 3.2648
H5 3.7513 -2.8751 2.9740
H6 3.4875 -0.2816 1.5642
H7 2.2500 -1.5512 1.5327
H8 4.0182 -3.1393 0.7755
H9 5.0738 -1.8124 0.7053
H10 4.0125 -2.5870 -1.4426
H11 4.1764 -0.9168 -1.1650
H12 2.0346 -1.2668 -2.0881
H13 1.7540 -0.8988 -0.4242
H14 1.6282 -3.4219 -0.0436
H15 1.9058 -3.5764 -1.7217
H16 -0.1218 -2.6151 -2.3554
H17 -0.4143 -3.8368 -1.1496
H18 -1.0040 -0.9656 -1.0395
H19 -0.1521 -1.5415 0.3045
H20 -1.8119 -3.4346 0.4652
H21 -2.8716 -2.4484 -0.4837
H22 -2.0333 -2.1128 2.2232
H23 -1.8786 -0.6441 1.3844
H24 -4.3173 -2.4311 1.3560
H25 -4.0611 -1.2961 2.5987
H26 -5.5388 -0.7620 0.4616
H27 -4.9159 0.4299 1.4837
H28 -3.4643 -0.5037 -1.0167
H29 -4.7033 0.6524 -1.0175
H30 -2.9273 1.5274 0.9638
H31 -2.0245 1.1285 -0.4576
H32 -3.2874 2.5633 -1.8458
H33 -4.4263 2.8531 -0.5614
H34 -2.9718 4.7160 -0.6823
H35 -2.5769 3.8473 0.7550
H36 -0.6965 4.7117 -0.9258
H37 -1.1190 3.2770 -1.7505
H38 0.7755 1.7737 -1.1486
C19 1.9862 2.4701 -3.7412
C20 2.3901 0.9849 -3.8688
O4 1.5585 0.1320 -3.4540
O5 3.4993 0.7857 -4.3749
H39 0.9992 2.5781 -3.2943
H40 2.7100 2.9992 -3.1194
H41 1.9706 2.9343 -4.7282

Gap between HOMO and LUMO ... 7.087 eV
E_tot ... -1715.622335 Eh
HOMO level ... -4.58 eV
Largest force on an atom ... 3.22 eV/A
Net charge ... -1

---

Among the records above, which one has the highest largest force on an atom? C20H41CoN2P3S